(1)
{
  "formula": "C27H26AuN8O2P",
  "method": "ωB97M-V/def2-TZVPD",
  "symbols": ["Au", "C", "N", "C", "C", "N", "C", "P", "C", "N", "C", "C", "N", "C", "C", "N", "C", "C", "N", "C", "H", "H", "H", "H", "H", "H", "H", "H", "H", "H", "H", "H", "H", "H", "H", "O", "C", "N", "C", "C", "O", "N", "C", "C", "C", "C", "C", "C", "C", "C", "C", "C", "C", "C", "H", "H", "H", "H", "H", "H", "H", "H", "H", "H", "H"],
  "xyz": [[-1.242, -0.943, -0.311], [-6.433, -0.869, 1.520], [-5.232, -0.953, 0.632], [-5.289, -1.201, -0.734], [-4.013, -1.337, -1.155], [-3.221, -1.173, -0.060], [-3.930, -0.930, 1.015], [-3.209, -0.497, 2.673], [-2.139, 0.866, 2.117], [-1.317, 0.718, 1.082], [-1.023, 1.970, 0.609], [-1.720, 2.886, 1.314], [-2.486, 2.212, 2.256], [-3.267, 2.899, 3.292], [-1.974, -1.854, 2.551], [-2.077, -2.908, 1.780], [-0.885, -3.564, 1.984], [-0.159, -3.063, 2.952], [-0.833, -1.941, 3.281], [-0.576, -1.145, 4.502], [-6.203, -0.205, 2.309], [-7.281, -0.493, 0.981], [-6.690, -1.878, 1.920], [-6.255, -1.315, -1.223], [-3.536, -1.591, -2.046], [-0.327, 2.080, -0.237], [-1.872, 3.952, 1.310], [-2.606, 3.393, 3.989], [-3.963, 3.706, 2.879], [-3.919, 2.257, 3.799], [-0.748, -4.526, 1.563], [0.798, -3.253, 3.412], [-1.221, -0.228, 4.562], [-0.728, -1.851, 5.324], [0.492, -0.797, 4.555], [1.597, -0.835, 1.528], [1.754, -0.827, 0.306], [2.934, -0.572, -0.283], [2.740, -0.148, -1.634], [1.244, -0.627, -1.870], [0.768, -0.641, -2.916], [0.772, -1.053, -0.679], [3.517, -0.878, -2.640], [3.752, -0.254, -3.854], [4.609, -0.870, -4.791], [5.183, -2.174, -4.461], [4.833, -2.750, -3.273], [3.977, -2.222, -2.421], [2.732, 1.413, -1.701], [3.912, 2.098, -1.364], [3.964, 3.488, -1.330], [2.870, 4.226, -1.780], [1.655, 3.614, -2.078], [1.577, 2.210, -2.005], [3.677, -0.063, 0.202], [3.173, 0.690, -4.078], [4.888, -0.263, -5.647], [6.005, -2.571, -5.012], [5.317, -3.747, -3.086], [3.718, -2.649, -1.435], [4.791, 1.541, -1.026], [4.802, 4.080, -0.853], [3.043, 5.351, -1.865], [0.721, 4.158, -2.169], [0.557, 1.852, -2.186]],
  "forces_ev_per_a": [[2.01, -0.60, 0.01], [0.68, -1.59, -0.53], [-0.94, -0.04, 0.08], [-1.16, -0.13, 0.88], [-0.13, 0.06, 1.50], [0.79, 0.47, -0.80], [-1.04, 0.29, 0.19], [-0.24, -0.63, -0.64], [-1.28, 0.87, -0.32], [0.05, 1.10, 0.44], [0.92, -0.51, -1.08], [-1.48, 0.23, 1.38], [1.35, -1.11, -0.70], [-0.35, 1.90, -1.04], [-0.33, 0.37, 0.23], [1.37, -1.43, -0.79], [-4.94, -3.34, -4.17], [2.26, 4.86, 3.68], [1.46, 1.16, 2.64], [1.05, 0.58, 0.18], [0.15, 0.66, 0.93], [-0.22, 0.22, -0.46], [0.31, 0.75, -0.31], [0.46, 0.11, 0.08], [0.08, -0.21, -1.50], [-0.45, 0.16, 0.67], [0.54, 0.12, -0.45], [0.21, -0.03, 0.21], [1.20, -1.12, -0.01], [-0.66, -1.32, 0.75], [0.24, -0.58, -0.78], [-0.01, -0.43, -0.09], [0.46, -1.15, -0.10], [-0.24, 0.58, 0.16], [-0.99, -0.37, -0.39], [-0.83, -0.57, -0.54], [0.05, 0.24, 1.53], [0.93, 0.56, -0.01], [-2.49, 0.76, -0.46], [4.25, 0.62, 2.86], [-3.18, -0.05, -4.28], [-1.45, 0.04, 1.85], [1.27, -1.26, -0.80], [-0.20, 0.02, -0.90], [0.43, -1.37, 1.23], [-0.79, 4.00, -0.87], [2.27, -3.78, -1.45], [-2.33, 3.40, 3.09], [-0.53, 0.59, -0.45], [-0.13, -0.23, 0.51], [0.22, 0.72, 0.34], [0.43, 1.86, -0.02], [0.64, -0.96, 0.85], [0.58, 0.10, 0.17], [-0.57, -0.62, 0.40], [1.23, -0.97, 0.17], [0.02, -0.57, -0.20], [0.11, -0.28, -0.66], [-0.68, 1.03, 0.11], [0.34, -0.07, -0.75], [-0.21, 0.04, -0.24], [-0.72, -1.11, -1.00], [-0.70, -1.63, 0.27], [0.28, 0.21, -0.51], [0.65, -0.63, -0.11]],
  "nbo_charge": [1.16, -0.40, -0.29, -0.03, -0.04, -0.55, 0.10, 0.86, 0.04, -0.50, -0.06, -0.02, -0.30, -0.43, 0.25, -0.47, 0.12, 0.14, -0.34, -0.43, 0.22, 0.25, 0.24, 0.26, 0.25, 0.27, 0.26, 0.24, 0.25, 0.23, 0.25, 0.28, 0.23, 0.24, 0.27, -0.68, 0.79, -0.59, -0.03, 0.71, -0.53, -0.77, -0.05, -0.20, -0.18, -0.18, -0.22, -0.20, -0.02, -0.21, -0.19, -0.19, -0.21, -0.24, 0.43, 0.23, 0.23, 0.23, 0.23, 0.21, 0.22, 0.24, 0.24, 0.22, 0.21],
  "max_force_ha_per_bohr": 0.1415,
  "s_squared": 2.01,
  "multiplicity": 3,
  "total_charge": 2,
  "homo_energy_ev": [-12.470, -12.365],
  "energy_ha": -2109.388731
}

***

(2)
{
  "formula": "C2H4NO3S3SbSc",
  "method": "ωB97M-V/def2-TZVPD",
  "symbols": ["Sc", "S", "Sb", "S", "S", "N", "C", "C", "O", "O", "H", "H", "H", "H", "O"],
  "xyz": [[0.100, 0.321, 0.078], [-1.010, 3.982, -2.408], [-0.978, 3.726, -0.117], [1.170, 2.645, 0.492], [-2.170, 1.617, 0.329], [-1.950, -1.299, 0.005], [-1.616, -2.706, 0.177], [-0.092, -2.926, 0.191], [0.300, -4.096, 0.258], [0.613, -1.873, 0.172], [-2.550, -0.913, 0.725], [-2.380, -1.065, -0.878], [-2.075, -3.342, -0.583], [-1.975, -3.058, 1.147], [1.715, 0.587, -0.656]],
  "forces_ev_per_a": [[-0.21, -0.52, 0.13], [-0.02, 0.02, -0.07], [-0.04, -0.23, 0.20], [0.08, -0.12, 0.12], [0.11, 0.30, -0.16], [0.08, -0.03, 0.02], [-0.08, 0.14, 0.06], [-0.07, -0.20, 0.09], [-0.01, 0.06, -0.05], [0.05, 0.41, 0.25], [0.08, 0.03, -0.10], [-0.02, -0.01, -0.03], [0.09, -0.06, -0.01], [-0.04, -0.05, -0.03], [-0.01, 0.27, -0.42]],
  "nbo_charge": [1.61, -1.01, 0.83, -0.63, -1.08, -0.87, -0.35, 0.77, -0.73, -0.78, 0.40, 0.39, 0.19, 0.19, -0.93],
  "max_force_ha_per_bohr": 0.0112,
  "s_squared": 0.77,
  "relative_energy_kcal_mol": 22.4,
  "multiplicity": 2,
  "total_charge": -2,
  "homo_energy_ev": [-0.430, -0.640],
  "energy_ha": -2554.810385
}

***

(3)
{
  "formula": "C2H4N4O",
  "method": "ωB97M-V/def2-TZVPD",
  "symbols": ["O", "C", "N", "N", "C", "N", "N", "H", "H", "H", "H"],
  "xyz": [[-0.384, -2.556, 0.084], [-0.373, -1.329, -0.015], [-1.278, -0.232, 0.132], [-1.148, 1.114, 0.446], [-0.015, 1.544, 0.009], [0.862, 0.707, -0.652], [0.857, -0.724, 0.055], [-2.250, -0.722, 0.385], [0.397, 2.571, 0.427], [1.826, 0.960, -0.559], [1.505, -1.334, -0.312]],
  "forces_ev_per_a": [[-2.01, 1.99, -0.57], [1.75, 1.92, 1.87], [-5.62, -5.50, -0.04], [1.76, -0.42, -0.49], [0.49, 1.68, 2.52], [0.33, -3.17, 0.64], [-0.63, 3.71, -0.44], [2.55, 2.33, -0.68], [-1.23, -2.01, -1.45], [0.32, 0.48, -0.03], [2.29, -1.02, -1.33]],
  "nbo_charge": [-0.59, 0.76, -0.52, -0.24, 0.19, -0.48, -0.49, 0.40, 0.21, 0.38, 0.38],
  "max_force_ha_per_bohr": 0.1528,
  "relative_energy_kcal_mol": 80.3,
  "smiles": "O=C1NN=CNN1",
  "homo_energy_ev": -8.976,
  "energy_ha": -372.772396
}